1.
The following is a quantum chemistry calculation of 2 unconnected molecules or ions with the total composition C3H4N2, from OMol25.

Results
* LUMO level: 1.059 eV
* spin multiplicity: 1
* orbital gap: 11.10 eV
* SMILES: C#CC.N#N
* energy relative to the best compared isomer or geometry (same formula, charge and spin): 1.481 eV
* F_max: 4.0 eV/A

Each line ends with the natural charge from an NBO analysis.
Positions of all 9 atoms, in Å:
C -0.103437 -0.925625 0.898012  -0.28
C -0.901412 -0.252434 0.359043  0.02
C -1.739263 0.639807 -0.487330  -0.70
H 0.665164 -1.334185 1.440492  0.22
H -2.189139 -0.031114 -1.179292  0.24
H -1.017096 1.160260 -1.231233  0.25
H -2.546200 1.126930 0.108748  0.25
N 3.856435 0.332395 0.229212  0.00
N 3.974952 -0.716038 -0.137650  0.00

Atoms 1-3, force components in eV/Å:
C 0.74 -0.54 0.72
C -1.88 2.30 -1.78
C 1.46 -0.68 -0.24

2.
The following is a quantum chemistry calculation of a molecular structure, C48H59N3O6SeTeW, from OMol25.

Results
* LUMO level: -2.104 eV
* spin multiplicity: 1
* orbital gap: 5.99 eV
* F_max: 4.6 eV/A

Each line ends with the Löwdin charge.
Positions of all 119 atoms, in Å:
W -0.900306 -0.167610 -0.546868  1.66
C 6.291494 2.363190 -3.264768  -0.06
C 4.912194 2.990390 -3.048968  -0.56
C 4.443994 3.582090 -4.383568  -0.05
C 5.011694 4.107490 -1.999668  -0.04
C 3.888994 1.993390 -2.530168  -0.17
C 2.545194 2.331090 -2.531868  -0.07
C 1.626294 1.474390 -1.962968  -0.47
Se -0.247806 1.928690 -1.911768  0.87
C -0.765206 1.276590 1.070032  -0.18
C -1.139206 2.537590 1.518232  -0.06
C -1.919606 2.700590 2.663232  -0.15
C -2.333806 1.560690 3.342232  0.06
C -2.016806 0.262190 2.948932  -0.08
C -1.235606 0.161590 1.792432  -0.36
O -0.815806 -0.999410 1.186432  -0.40
C -2.398006 -0.959410 3.775632  -0.52
C -2.973906 -2.074210 2.895232  -0.03
C -1.123006 -1.452110 4.474932  -0.02
C -3.446806 -0.641610 4.844032  -0.05
C -2.303206 4.102390 3.109632  -0.55
C -3.068006 4.110890 4.435532  -0.06
C -1.035006 4.952190 3.278732  -0.04
C -3.212706 4.721890 2.039632  -0.03
C 1.980394 0.268990 -1.347568  -0.31
O 0.951794 -0.435510 -0.781068  -0.37
C 3.339994 -0.094310 -1.359168  -0.09
C 4.243994 0.777590 -1.957768  0.04
C 3.829994 -1.352810 -0.653668  -0.52
C 5.317694 -1.635410 -0.883268  -0.06
C 3.588994 -1.135010 0.849532  -0.02
C 3.070294 -2.581210 -1.157268  -0.05
H 6.963294 3.094390 -3.708668  0.08
H 6.217494 1.516990 -3.942568  0.09
H 6.734094 2.037890 -2.327868  0.08
H 5.245694 4.150690 -4.847768  0.08
H 3.600794 4.250490 -4.244468  0.07
H 4.148994 2.789890 -5.066668  0.09
H 5.786294 4.820590 -2.271068  0.09
H 5.250394 3.694390 -1.021968  0.09
H 4.065494 4.636690 -1.920068  0.08
H 2.172694 3.250990 -2.951568  0.10
H -0.803806 3.404090 0.960032  0.10
H -2.937506 1.682390 4.221232  0.09
H -2.270206 -2.398610 2.128332  0.04
H -3.887506 -1.747910 2.401432  0.09
H -3.213906 -2.941910 3.506132  0.10
H -0.337106 -1.637210 3.749232  0.06
H -1.327406 -2.371910 5.017632  0.09
H -0.766306 -0.704610 5.179532  0.09
H -4.347806 -0.231510 4.392932  0.10
H -3.063206 0.051890 5.588332  0.08
H -3.710006 -1.565910 5.353532  0.09
H -2.487206 3.654690 5.233732  0.09
H -4.018406 3.591890 4.339932  0.09
H -3.279006 5.139090 4.719232  0.09
H -0.382906 4.512090 4.031032  0.09
H -1.298306 5.958690 3.597632  0.09
H -0.481706 5.027890 2.347032  0.07
H -4.119206 4.130090 1.928332  0.09
H -2.715806 4.769690 1.074632  0.08
H -3.493606 5.730190 2.335232  0.09
H 5.282494 0.498090 -1.954268  0.09
H 5.950894 -0.867910 -0.449368  0.08
H 5.535994 -1.722610 -1.943668  0.09
H 5.571794 -2.581210 -0.413568  0.09
H 4.285194 -0.389510 1.232232  0.09
H 3.732694 -2.064410 1.400832  0.09
H 2.576294 -0.765710 1.034332  0.08
H 3.297894 -2.759910 -2.205668  0.10
H 1.997594 -2.438710 -1.048768  0.00
H 3.359094 -3.460710 -0.584668  0.09
O -7.209206 3.265490 0.151832  0.01
C -7.070506 2.098490 -0.167268  -0.72
O -7.791306 1.176790 -0.505368  0.02
C -5.545206 1.663190 -0.191468  -0.04
C -4.565406 2.623090 -0.556568  0.03
C -3.281006 2.219290 -0.747568  -0.13
N -2.843806 0.921090 -0.629868  -0.07
C -3.829806 0.000590 -0.191668  -0.13
C -5.167706 0.367090 0.007032  0.09
C -3.415506 -1.378410 -0.324868  -0.52
O -4.034406 -2.383610 -0.017568  0.13
O -2.217506 -1.429510 -0.952768  -0.44
H -4.854206 3.652090 -0.696568  0.13
H -2.526506 2.940390 -1.059868  0.06
H -5.872106 -0.407310 0.267132  0.14
C 0.695694 -5.117210 -0.580868  -0.36
Te -0.411606 -3.241210 -0.162768  1.59
C 0.737494 -3.362110 1.683132  -0.34
C 1.468894 -4.662410 1.743732  -0.28
C 2.147094 -5.023110 2.901432  -0.04
C 2.814394 -6.230910 2.970632  -0.08
C 2.797194 -7.088310 1.882132  -0.08
C 2.112494 -6.736610 0.732232  -0.04
C 1.445594 -5.520210 0.650932  -0.29
H 1.389594 -5.019610 -1.416268  0.05
H -0.010306 -5.897710 -0.853468  0.05
H 0.028994 -3.296010 2.510932  0.05
H 1.420094 -2.514110 1.758832  0.05
H 2.138794 -4.357910 3.754032  0.12
H 3.338494 -6.507610 3.872932  0.10
H 3.312794 -8.035110 1.933832  0.10
H 2.081494 -7.416910 -0.107268  0.11
C -3.725606 0.212090 -5.320268  0.00
C -2.515006 -0.330110 -4.665368  -0.28
C -1.446506 -1.074010 -5.127068  0.04
C -0.601706 -1.263410 -4.026968  -0.30
N -1.111306 -0.663710 -2.946868  -0.07
N -2.284606 -0.115610 -3.360568  0.03
C 0.689994 -1.989410 -3.948168  0.00
H -3.632806 0.152590 -6.398868  0.09
H -3.877306 1.249090 -5.025368  0.09
H -4.604406 -0.355110 -5.014568  0.09
H -1.287106 -1.429010 -6.123568  0.11
H -2.874806 0.410290 -2.714268  0.13
H 0.980094 -2.346610 -4.931468  0.09
H 0.598694 -2.845010 -3.272168  0.07
H 1.466894 -1.332510 -3.557068  0.08

Atoms 1-3, force components in eV/Å:
W 3.37 2.51 -1.75
C -0.26 0.08 0.08
C 0.11 0.13 -0.04

3.
The following is a quantum chemistry calculation of a molecular structure, C6H9N, from OMol25.

Results
* LUMO level: 1.156 eV
* spin multiplicity: 1
* orbital gap: 9.44 eV
* energy relative to the best compared isomer or geometry (same formula, charge and spin): 3.939 eV
* F_max: 0.8 eV/A

Each line ends with the natural charge from an NBO analysis.
Positions of all 16 atoms, in Å:
C -0.884513 0.770373 1.708419  -0.43
N -0.698428 0.425529 0.290776  -0.43
C 0.761074 0.442482 -0.047813  -0.13
C 0.888369 -1.077924 0.093060  -0.41
C -0.458787 -1.057800 -0.617835  -0.06
C -0.214153 -0.325105 -1.906075  -0.23
C 0.577633 0.685965 -1.530808  -0.15
H -0.520406 1.814513 1.798904  0.21
H -1.940151 0.805727 1.995190  0.21
H -0.314596 0.193146 2.457555  0.16
H 1.401109 1.106594 0.536738  0.20
H 0.761240 -1.428045 1.124538  0.20
H 1.736773 -1.585664 -0.381325  0.21
H -1.092318 -1.955271 -0.671297  0.22
H -0.764368 -0.450196 -2.833642  0.22
H 0.761521 1.635675 -2.016384  0.22

Atoms 1-3, force components in eV/Å:
C -0.13 -0.26 0.08
N -0.04 -0.19 -0.09
C 0.31 0.29 0.01